*one*
14
Properties=species:S:1:pos:R:3 method="wB97M-V/def2-TZVPD" e_lumo_ev=1.3 orbital_gap_ev=10.579 homo_ev=-9.3 multiplicity=1
N -2.04 -0.11 -0.02
C -0.61 -0.07 0.40
C 0.33 -1.16 -0.08
C 1.43 -0.08 0.01
C 0.40 1.09 -0.06
H -2.05 -0.04 -1.03
H -2.54 0.73 0.24
H -0.60 -0.16 1.51
H 0.42 -2.14 0.39
H 0.01 -1.27 -1.15
H 2.30 -0.12 -0.65
H 1.93 -0.06 1.03
H 0.30 1.46 -1.09
H 0.71 1.93 0.49

*two*
14
Properties=species:S:1:pos:R:3 method="wB97M-V/def2-TZVPD" e_lumo_ev=1.2 orbital_gap_ev=9.511 homo_ev=-8.3 multiplicity=1
C -1.09 1.28 1.34
C 0.07 0.65 1.39
C 0.96 0.16 0.29
N 0.40 -0.06 -1.01
C -0.03 -1.34 -1.53
H -1.71 1.30 2.23
H -1.64 1.56 0.44
H 0.65 0.80 2.31
H 1.30 -0.84 0.58
H 1.82 0.84 0.28
H -0.17 0.69 -1.36
H -1.01 -1.21 -1.98
H -0.21 -2.05 -0.72
H 0.66 -1.79 -2.25

*three*
14
Properties=species:S:1:pos:R:3 method="wB97M-V/def2-TZVPD" e_lumo_ev=1.1 orbital_gap_ev=10.108 homo_ev=-9.0 multiplicity=1
C -1.93 0.31 0.03
N -0.86 -0.77 -0.22
C 0.40 -0.05 -0.55
C 1.52 -0.58 0.14
C 1.20 0.85 0.11
H -2.13 0.79 -0.96
H -2.88 -0.33 0.39
H -1.66 1.08 0.93
H -0.79 -1.46 0.77
H 0.55 -0.05 -1.59
H 2.34 -0.93 -0.63
H 1.37 -1.11 1.04
H 1.25 0.89 1.31
H 1.61 1.35 -0.76

*four*
14
Properties=species:S:1:pos:R:3 method="wB97M-V/def2-TZVPD" e_lumo_ev=0.0 orbital_gap_ev=8.860 homo_ev=-8.8 multiplicity=1
C -1.41 -1.30 -0.32
C -0.74 -0.36 -1.08
C -0.26 -1.38 -1.93
C 1.13 1.60 2.11
N -0.26 0.89 -0.80
H -1.96 -2.13 -0.85
H 0.05 1.28 1.96
H -1.11 -1.61 0.71
H -0.89 -1.52 -2.78
H 0.60 -2.03 -1.73
H 1.15 2.51 2.80
H 1.84 0.84 2.38
H 1.53 2.08 1.16
H 0.34 1.13 -1.62

Name the least stable of them. *three*.

*one*
14
Properties=species:S:1:pos:R:3 method="wB97M-V/def2-TZVPD" e_lumo_ev=0.9 orbital_gap_ev=9.482 homo_ev=-8.6 multiplicity=1
C -2.70 -0.08 0.12
C -1.72 0.53 -0.52
C 0.04 0.31 -0.06
H -3.71 0.32 0.12
H -2.52 -0.87 0.84
H -1.88 1.42 -1.12
H 0.39 1.34 -0.11
H -0.06 -0.11 0.94
H -0.50 -0.13 -1.06
C 2.43 -0.70 -0.19
N 2.83 0.23 0.58
H 2.12 -1.70 0.14
H 2.58 -0.59 -1.26
H 2.68 0.03 1.57

*two*
14
Properties=species:S:1:pos:R:3 method="wB97M-V/def2-TZVPD" e_lumo_ev=1.2 orbital_gap_ev=9.076 homo_ev=-7.9 multiplicity=1
C -0.21 2.63 0.14
C 0.43 1.45 0.20
N -0.27 0.25 0.11
C 0.53 -0.95 -0.16
C -0.41 -2.18 -0.06
H 0.11 3.58 0.56
H -1.22 2.79 -0.24
H 1.48 1.35 0.44
H -1.14 0.29 -0.40
H 1.13 -0.82 -1.09
H 1.35 -0.97 0.56
H -1.44 -1.88 -0.17
H -0.11 -2.92 -0.80
H -0.23 -2.62 0.91

*three*
14
Properties=species:S:1:pos:R:3 method="wB97M-V/def2-TZVPD" e_lumo_ev=1.2 orbital_gap_ev=10.422 homo_ev=-9.3 multiplicity=1
C -0.64 2.05 -0.86
C -0.63 0.92 0.07
C 0.29 -0.07 -0.02
C 0.49 -1.22 0.95
N 0.53 -2.55 0.40
H 0.30 2.18 -1.40
H -1.46 2.01 -1.57
H -0.75 2.98 -0.24
H -1.42 0.89 0.83
H 1.12 0.03 -0.74
H 1.47 -1.03 1.44
H -0.32 -1.16 1.66
H 1.28 -2.44 -0.29
H -0.28 -2.59 -0.23

Name the least stable of them. *one*.

*one*
14
Properties=species:S:1:pos:R:3 method="wB97M-V/def2-TZVPD" e_lumo_ev=1.1 orbital_gap_ev=9.888 homo_ev=-8.8 multiplicity=1
C -1.22 -0.07 0.70
C -0.84 -1.29 1.06
N 0.43 -1.72 1.47
H -0.64 0.65 0.15
H -2.27 0.16 0.87
H -1.60 -2.07 0.90
H 1.05 -2.10 0.74
H 0.37 -2.55 2.05
C 1.33 1.65 -1.23
C 0.22 1.58 -1.95
H 1.36 1.73 -0.16
H 2.30 1.44 -1.68
H -0.67 1.97 -1.46
H 0.33 1.55 -3.03

*two*
14
Properties=species:S:1:pos:R:3 method="wB97M-V/def2-TZVPD" e_lumo_ev=1.0 orbital_gap_ev=10.422 homo_ev=-9.4 multiplicity=1
C -2.11 1.30 0.96
C -1.25 1.82 1.84
C 0.11 1.35 2.32
H -2.80 2.03 0.54
H -2.15 0.29 0.59
H -1.63 2.77 2.23
H 0.10 0.30 2.59
H 0.83 1.67 1.58
H 0.43 1.82 3.25
C 2.08 -2.53 -3.01
N 1.02 -3.21 -3.00
H 2.69 -2.52 -2.11
H 2.29 -2.08 -4.00
H 0.38 -3.02 -3.76

*three*
14
Properties=species:S:1:pos:R:3 method="wB97M-V/def2-TZVPD" e_lumo_ev=1.1 orbital_gap_ev=10.315 homo_ev=-9.2 multiplicity=1
C 2.12 0.02 -0.16
C 0.89 -0.22 0.27
C -0.49 -0.13 -0.40
C -1.27 1.08 0.02
N -1.14 -1.40 -0.10
H 2.95 0.16 0.65
H 2.47 0.26 -1.23
H 0.71 -0.45 1.32
H -0.26 -0.16 -1.51
H -1.14 1.38 1.18
H -0.89 2.11 -0.43
H -2.35 1.01 -0.22
H -0.42 -2.07 -0.37
H -1.16 -1.58 0.98

Name the least stable of them. *one*.

*one*
14
Properties=species:S:1:pos:R:3 method="wB97M-V/def2-TZVPD" e_lumo_ev=1.3 orbital_gap_ev=10.444 homo_ev=-9.2 multiplicity=1
C 1.06 0.81 -1.39
C 0.51 0.25 -0.09
C -0.28 0.91 0.99
N -0.87 -0.05 0.08
C -1.08 -1.40 0.52
H 2.07 1.18 -1.24
H 1.10 0.01 -2.14
H 0.46 1.62 -1.82
H 1.08 -0.65 0.36
H -0.77 1.89 0.94
H 0.01 0.63 2.01
H -1.34 -2.01 -0.35
H -0.03 -1.76 0.90
H -1.91 -1.44 1.24

*two*
14
Properties=species:S:1:pos:R:3 method="wB97M-V/def2-TZVPD" e_lumo_ev=1.2 orbital_gap_ev=8.847 homo_ev=-7.7 multiplicity=1
C 2.36 0.14 -0.74
C 1.22 -0.31 0.13
C 0.01 0.23 0.04
N -1.06 -0.10 0.85
C -2.41 0.04 0.37
H 3.18 0.53 -0.13
H 2.01 1.03 -1.26
H 2.71 -0.65 -1.40
H 1.40 -1.16 0.80
H -0.20 0.97 -0.72
H -0.89 -0.95 1.39
H -2.53 -0.23 -0.68
H -2.74 1.08 0.41
H -3.07 -0.61 0.93

Name the least stable of them. *one*.

*one*
14
Properties=species:S:1:pos:R:3 method="wB97M-V/def2-TZVPD" e_lumo_ev=1.1 orbital_gap_ev=10.085 homo_ev=-9.0 multiplicity=1
C 0.24 -1.48 -0.32
C 0.21 -0.29 0.32
C 0.79 -0.05 1.62
C -0.52 0.83 -0.35
N -0.95 0.54 -1.71
H -0.40 -1.61 -1.24
H 0.72 -2.41 0.06
H -0.01 0.21 2.31
H 1.36 -0.96 1.97
H 1.43 0.83 1.71
H -1.41 1.07 0.27
H 0.09 1.73 -0.29
H -1.44 1.31 -2.07
H -0.11 0.28 -2.27

*two*
14
Properties=species:S:1:pos:R:3 method="wB97M-V/def2-TZVPD" e_lumo_ev=1.0 orbital_gap_ev=10.373 homo_ev=-9.3 multiplicity=1
C 0.83 0.26 -1.35
C 0.27 -0.05 -0.02
N 1.21 -0.13 1.09
C -1.02 -0.78 0.19
C -0.86 0.77 0.43
H 1.59 1.02 -1.35
H 1.24 -0.75 -1.92
H 0.00 0.56 -2.01
H 1.27 -1.31 1.50
H 0.69 0.45 1.98
H -1.85 -1.06 -0.61
H -1.06 -1.45 1.00
H -0.99 1.11 1.46
H -1.32 1.35 -0.38

Name the least stable of them. *two*.